# 1
Formula: C29H55NO16S3
Source: the OMol25 dataset
Level of theory: ωB97M-V/def2-TZVPD

Properties
SMILES: C=CC(=O)OCCCCCC[C@]1(N=C=O)OC(=O)O[C@@H]1CCCCCCOC.CCOS(C)(=O)=O.CCOS(C)(=O)=O.CCOS(C)(=O)=O
E_HOMO (eV): -9.4
LUMO level (Ha): 0.013
Gap between HOMO and LUMO (eV): 9.72
2S+1: 1

Geometry (Å):
S 2.213 1.305 5.626
S -2.868 2.046 -5.056
S -6.595 -2.045 -1.367
O -1.489 1.649 -5.000
O 1.039 -1.345 0.883
O -7.185 -3.351 -1.431
O -5.243 -1.806 -1.788
O -1.747 -0.595 1.459
O -3.598 2.402 -3.873
O 7.962 -4.552 0.749
O 0.882 0.429 5.846
O 3.178 0.515 4.918
O 1.339 -3.376 2.064
O -1.724 5.746 1.463
O 1.836 2.617 5.178
O -1.078 7.880 2.063
O -6.783 -1.456 0.117
O 0.779 -3.297 -0.212
O -3.699 0.931 -5.865
N -0.753 -1.102 -0.723
C -6.315 -2.236 1.222
C 0.443 -0.664 3.706
C 5.291 -2.977 -1.844
C -1.485 6.759 2.366
C 1.441 0.247 -1.118
C 1.102 -2.761 1.069
C 2.963 -2.533 -0.880
C -1.759 6.510 3.902
C -3.614 -0.432 -5.428
C 0.581 1.531 -0.770
C 0.723 -1.030 -0.485
C -2.784 7.155 4.556
C 1.408 -2.345 -1.123
C 0.735 4.040 -0.276
C 6.969 -4.905 -1.492
C 7.103 -5.452 0.011
C -3.041 3.348 -6.239
C 5.448 -4.551 -1.876
C -0.044 0.313 4.759
C -7.657 -0.899 -2.194
C 3.812 -2.490 -2.247
C -1.402 -0.813 0.331
C -1.015 5.936 0.212
C -4.454 -0.681 -4.190
C -4.807 -2.155 1.349
C 7.476 -4.389 2.094
C -0.764 4.552 -0.544
C 2.696 1.398 7.324
C 1.172 2.898 -1.315
H -6.778 -1.822 2.119
H 1.331 -0.276 3.204
H 5.408 -2.667 -0.753
H 4.722 -5.046 -1.167
H 7.379 -5.731 -2.148
H 1.022 -2.332 -2.182
H -4.101 3.518 -6.422
H 0.004 6.369 0.411
H 0.412 1.518 0.352
H -4.478 -1.114 1.357
H 1.473 0.131 -2.246
H 0.707 3.606 0.773
H -4.478 -1.742 -3.949
H -0.448 1.416 -1.237
H 5.233 -4.963 -2.915
H -2.528 3.063 -7.155
H -1.642 6.638 -0.419
H -4.049 -0.150 -3.328
H -7.596 -1.101 -3.263
H -3.224 8.115 4.173
H -4.469 -2.643 2.265
H 6.369 -4.151 2.142
H 2.797 0.387 7.716
H 6.073 -5.535 0.470
H -1.082 5.821 4.470
H 3.366 -3.255 -2.943
H 3.846 -1.453 -2.693
H 6.100 -2.422 -2.402
H 7.731 -5.334 2.674
H -4.314 -2.643 0.505
H 0.640 3.169 -2.282
H -0.304 -0.851 2.925
H -8.676 -1.045 -1.842
H -0.249 1.294 4.323
H 3.224 -3.521 -0.399
H -3.219 6.710 5.488
H 2.502 0.352 -0.740
H 1.458 4.903 -0.239
H 1.944 1.957 7.875
H 7.531 -6.503 0.001
H -1.466 3.745 -0.189
H -2.587 4.244 -5.816
H 3.320 -1.645 -0.277
H -0.904 4.650 -1.661
H -7.313 0.113 -1.986
H -3.990 -1.047 -6.247
H 8.055 -3.548 2.566
H 0.718 -1.616 4.164
H -2.572 -0.717 -5.262
H 2.278 2.887 -1.514
H -5.476 -0.325 -4.339
H 7.585 -3.962 -1.573
H 3.656 1.912 7.368
H -0.980 -0.054 5.183
H -6.652 -3.273 1.136



# 2
Formula: C29H56As3CoN3O2SeSi
Source: the OMol25 dataset
Level of theory: ωB97M-V/def2-TZVPD

Properties
E_HOMO (alpha / beta) (eV): -7.2 / -7.5
LUMO level (alpha / beta) (Ha): 0.019 / 0.019
Gap between HOMO and LUMO (alpha / beta) (eV): 7.70 / 7.97
Expectation value of S²: 3.76
Energy relative to the best compared isomer or geometry (same formula, charge and spin) (eV): 2.6613
2S+1: 4

Geometry (Å):
Se -3.346 0.536 2.440
As 0.113 -0.991 -0.592
As 2.652 -1.434 2.016
As 2.308 -6.058 -0.451
Co -0.466 0.528 1.218
Si -4.133 2.701 1.967
O 0.456 2.183 0.863
O 2.287 3.392 1.045
N -0.027 0.595 3.318
N -2.371 0.221 0.811
N 3.780 2.154 -3.575
C -2.858 -0.881 -0.121
C 3.699 -0.647 0.527
C 2.285 -3.204 1.120
C -4.211 0.587 -1.700
C -4.115 3.665 3.571
C 4.288 -2.052 2.973
C -1.743 -1.025 -1.219
C 1.288 -7.741 -0.803
C -5.872 2.647 1.346
C 0.446 -2.927 -0.562
C -4.424 -1.865 -1.917
C 0.840 -3.597 0.767
C 2.257 -5.343 -2.316
C 0.990 -0.413 -2.293
C 5.054 6.651 -4.647
C 4.012 5.401 -2.463
C -5.426 -0.724 0.021
C 0.733 -5.121 0.552
C -4.218 -0.687 -0.896
C 4.956 7.332 -3.418
C 0.256 2.010 3.695
C 4.195 4.684 -3.660
C 1.527 2.521 3.080
C 1.436 2.699 1.553
C 4.686 5.328 -4.809
C 4.378 6.748 -2.351
C 3.975 3.315 -3.623
C -0.136 -3.228 1.920
C -2.826 3.148 0.649
H -0.547 2.543 3.229
H 1.760 3.520 3.463
H -0.892 0.235 3.827
H 0.710 -0.089 3.570
H -4.797 3.278 4.331
H 2.504 -6.148 -3.033
H 0.196 -7.611 -0.922
H 1.713 -8.180 -1.724
H 4.267 0.176 0.898
H 4.850 -1.173 3.188
H 5.507 7.095 -5.545
H 3.011 -4.560 -2.306
H 2.923 -3.309 0.266
H -5.213 0.981 -1.801
H 2.960 -0.206 -0.134
H 1.832 -1.058 -2.574
H -5.574 -1.678 0.504
H 5.324 8.382 -3.370
H 3.697 4.861 -1.559
H 2.666 -3.959 1.800
H -1.821 2.847 0.833
H -3.556 1.334 -1.224
H -1.117 -3.496 1.680
H -4.366 4.751 3.454
H -2.878 -1.864 0.403
H 1.401 -8.419 0.033
H 4.253 -1.428 0.035
H -5.445 -1.839 -2.399
H -1.918 -1.991 -1.746
H -0.219 -5.411 0.082
H 1.246 -4.995 -2.512
H 4.263 7.194 -1.392
H -2.801 4.249 0.664
H 4.119 -2.665 3.896
H 1.252 -3.073 -1.307
H 2.395 1.823 3.257
H 1.235 0.664 -2.337
H -3.771 0.427 -2.688
H -3.152 3.592 3.972
H -3.122 2.901 -0.345
H -0.488 -3.377 -0.989
H -5.444 0.040 0.789
H 0.356 2.184 4.814
H -6.291 -0.548 -0.651
H -0.098 -2.208 2.138
H -1.845 -0.162 -1.892
H -6.369 1.945 1.999
H -3.710 -1.825 -2.733
H -6.303 3.655 1.400
H -4.322 -2.836 -1.463
H 4.745 4.806 -5.734
H -5.936 2.346 0.292
H 0.753 -5.667 1.520
H 0.307 -0.793 -3.041
H 0.227 -3.756 2.820
H 4.799 -2.612 2.233